*a*
Entry from the Open Molecules 2025 dataset: a cluster of 3 separate species, C5H8N2O2 in total (ωB97M-V/def2-TZVPD).

Each line ends with the natural charge from an NBO analysis.
Geometry (Å):
C: 0.394 -1.832 -0.185  -0.71
C: -2.405 -0.457 -0.081  0.71
C: -0.493 0.630 0.267  0.19
C: 0.029 -0.437 -0.055  0.13
N: -0.821 1.939 0.293  -0.86
C: 2.893 0.392 0.056  -0.16
O: -3.217 0.563 -0.378  -0.70
N: 1.830 1.020 -0.110  -0.44
O: -2.747 -1.590 0.019  -0.59
H: -2.686 1.384 -0.355  0.51
H: -0.949 2.302 1.232  0.40
H: -0.126 2.482 -0.217  0.43
H: -0.493 -2.455 -0.042  0.28
H: 0.805 -2.025 -1.177  0.25
H: 1.139 -2.107 0.565  0.24
H: 2.973 -0.701 0.223  0.14
H: 3.875 0.892 -0.056  0.17

Calculated values
LUMO (spin up / spin down)	0.00707 / 0.01298	Ha
HOMO level (spin up / spin down)	-0.247 / -0.290	hartree


*b*
Entry from the Open Molecules 2025 dataset: a cluster of 2 separate species, C5H8N2O2 in total (ωB97M-V/def2-TZVPD).

Each line ends with the natural charge from an NBO analysis.
Geometry (Å):
H: -1.006 1.914 -2.420  0.36
N: -0.131 1.839 -2.930  -0.66
C: 0.929 2.041 -2.268  0.09
C: 2.212 1.854 -2.972  0.23
C: 3.368 2.311 -2.453  -0.44
O: 2.090 1.584 -4.292  -0.67
H: 1.000 2.338 -1.218  0.17
H: 4.225 2.465 -3.083  0.21
H: 3.440 2.600 -1.420  0.20
H: 1.132 1.513 -4.467  0.50
C: -1.705 -3.422 4.014  -0.41
N: -2.609 -2.324 4.012  -0.55
C: -3.739 -2.024 3.762  0.85
O: -4.803 -1.573 3.664  -0.52
H: -0.885 -3.168 4.685  0.21
H: -2.171 -4.337 4.386  0.20
H: -1.346 -3.611 3.000  0.21

Calculated values
LUMO	0.02118	Ha
SMILES string	[H]/N=C/C(=C)O.CN=C=O
HOMO level	-0.334	hartree


In eV, relative to the most stable structure: *a* 4.846; *b* 0.000.


*a*
Entry from the Open Molecules 2025 dataset: the molecule C7H16O2 (ωB97M-V/def2-TZVPD).

Each line ends with the natural charge from an NBO analysis.
Geometry (Å):
C: -0.372 -2.367 -1.349  -0.61
C: -0.456 -1.760 0.049  -0.20
C: 0.810 -2.011 0.858  -0.61
C: -0.930 -0.222 0.077  -0.44
C: -0.111 0.821 -0.653  0.07
O: 0.971 0.347 -1.437  -0.72
C: 0.456 1.974 0.336  0.09
C: -0.551 2.636 1.259  -0.63
O: 1.020 3.003 -0.487  -0.73
H: -0.340 -3.461 -1.290  0.20
H: 0.528 -2.056 -1.886  0.22
H: -1.246 -2.096 -1.951  0.21
H: -1.270 -2.288 0.565  0.20
H: 0.741 -1.552 1.850  0.21
H: 0.959 -3.087 1.011  0.21
H: 1.707 -1.632 0.363  0.18
H: -1.932 -0.219 -0.370  0.21
H: -1.103 0.025 1.129  0.21
H: -0.768 1.332 -1.367  0.18
H: 1.668 0.031 -0.836  0.47
H: 1.286 1.557 0.917  0.15
H: -0.851 1.972 2.074  0.21
H: -0.127 3.534 1.723  0.23
H: -1.444 2.951 0.708  0.21
H: 1.353 2.565 -1.294  0.48

Calculated values
LUMO	0.03102	Ha
SMILES string	CC(C)C[C@H](O)[C@H](C)O
HOMO level	-0.359	hartree


*b*
Entry from the Open Molecules 2025 dataset: a structure of composition C7H16O2 (ωB97M-V/def2-TZVPD).

Each line ends with the natural charge from an NBO analysis.
Geometry (Å):
C: 0.644 1.111 -0.172  -0.08
C: -0.106 0.156 0.801  0.38
C: -0.993 -2.561 1.074  -0.01
C: -0.002 1.058 -1.562  -0.62
C: 0.586 2.542 0.377  -0.60
C: 2.104 0.650 -0.265  -0.60
C: -1.512 -2.962 -0.200  -0.79
O: -0.050 -1.142 0.321  -0.69
O: -1.450 0.569 1.049  -0.74
H: -1.913 0.590 0.202  0.46
H: 0.373 0.208 1.787  0.14
H: -1.643 -2.034 1.764  0.22
H: -0.152 -3.093 1.507  0.21
H: -1.026 1.440 -1.549  0.20
H: 0.559 1.682 -2.260  0.22
H: -0.016 0.038 -1.946  0.22
H: 1.110 3.225 -0.294  0.21
H: 1.060 2.602 1.359  0.21
H: -0.444 2.882 0.483  0.22
H: 2.670 1.314 -0.921  0.20
H: 2.579 0.663 0.719  0.21
H: 2.165 -0.364 -0.657  0.22
H: -1.081 -3.849 -0.650  0.23
H: -0.889 -1.920 -0.600  0.38
H: -2.574 -2.806 -0.367  0.22

Calculated values
LUMO	0.03188	Ha
HOMO level	-0.346	hartree


In eV, relative to the most stable structure: *a* 0.000; *b* 2.167.


*a*
Entry from the Open Molecules 2025 dataset: a structure of composition C4H14NO3 (ωB97M-V/def2-TZVPD).

Each line ends with the natural charge from an NBO analysis.
Geometry (Å):
C: -0.614 2.492 0.172  -0.60
C: 0.069 1.139 0.282  -0.06
C: 0.784 0.840 -1.041  -0.43
C: 1.578 -0.453 -1.234  -0.06
O: 2.274 -0.876 -0.085  -0.84
N: -0.987 0.168 0.621  -0.85
H: 0.060 3.277 -0.207  0.19
H: -0.952 2.827 1.152  0.21
H: -1.399 2.552 -0.588  0.19
H: 0.711 1.161 1.159  0.21
H: 1.480 1.672 -1.200  0.19
H: 0.024 0.929 -1.835  0.17
H: 2.276 -0.354 -2.084  0.14
H: 1.010 -1.356 -1.539  0.13
H: -0.546 -0.752 0.707  0.40
H: -1.542 0.024 -0.229  0.31
H: -2.104 -2.337 1.538  0.49
H: -2.669 -1.974 0.164  0.46
O: -2.897 -2.386 0.990  -0.96
H: 1.567 -1.395 0.637  0.49
H: 0.870 -3.036 1.099  0.42
O: 1.008 -2.163 1.522  -1.19

Calculated values
LUMO	0.13866	Ha
HOMO level	-0.151	hartree
net charge	-1


*b*
Entry from the Open Molecules 2025 dataset: a cluster of 3 separate species, C4H14NO3 in total (ωB97M-V/def2-TZVPD).

Each line ends with the natural charge from an NBO analysis.
Geometry (Å):
C: -1.023 -0.338 -0.356  -0.05
O: -0.054 -1.098 0.167  -0.96
C: -1.112 1.047 0.526  -0.47
C: -0.283 2.240 0.260  -0.41
C: 1.036 1.790 -0.599  -0.22
N: 1.882 0.821 0.092  -0.89
H: -0.918 -0.260 -1.551  0.12
H: -1.983 -0.825 -0.050  0.13
H: -2.237 1.362 0.593  0.18
H: -0.740 0.592 1.570  0.23
H: -0.671 2.962 -0.350  0.18
H: 0.050 2.781 1.216  0.18
H: 1.775 2.570 -0.798  0.17
H: 0.852 1.415 -1.573  0.18
H: 1.658 -0.144 -0.197  0.38
H: 1.648 0.573 1.009  0.36
H: -0.866 -1.491 1.357  0.49
H: -0.425 -2.346 2.331  0.44
O: -1.091 -1.778 2.345  -1.03
H: -0.243 -2.066 -2.235  0.47
H: 0.999 -1.354 -1.633  0.50
O: 0.673 -1.869 -2.426  -0.98

Calculated values
LUMO	0.14843	Ha
HOMO level	-0.139	hartree
net charge	-1


In eV, relative to the most stable structure: *a* 0.000; *b* 1.852.